ORCA calculation (ωB97M-V with the def2-TZVPD basis set) on a molecular structure, C18H37OP3SY in a non-equilibrium geometry.

XYZ file:
```
61
Properties=species:S:1:pos:R:3:nbo_charge:R:1
Y -1.21080 -0.47839 0.24179 1.79
P -0.52558 -3.10685 0.78739 0.70
P -2.53238 -0.69516 2.79627 0.75
P -0.26416 -0.69796 -2.38848 0.67
H -0.42346 1.91089 1.96582 0.27
C -0.56648 1.88068 0.87577 -0.50
C -1.81929 1.98398 0.27247 -0.44
H -2.75719 2.10218 0.83854 0.27
C 1.12508 -2.79464 1.54031 -0.93
C -1.35230 -4.19675 1.98003 -0.93
C -0.16023 -4.21757 -0.60336 -0.93
C -3.32907 0.85317 3.33010 -0.93
C -3.72870 -1.88710 3.46368 -0.93
C -1.18656 -0.87048 4.01609 -0.92
C -0.48656 0.91053 -3.22133 -0.94
C -0.67085 -1.91402 -3.70890 -0.91
C 1.52450 -1.01961 -2.11157 -0.92
H 0.36957 1.96315 0.29269 0.28
H -1.95249 2.11758 -0.81861 0.27
H 1.61430 -3.75260 1.76184 0.30
H 1.00786 -2.22080 2.47205 0.25
H 1.74846 -2.22180 0.83578 0.25
H -0.83156 -5.16645 1.98691 0.29
H -2.39320 -4.35025 1.65243 0.26
H -1.34621 -3.77840 2.99790 0.26
H 0.27225 -5.14889 -0.21216 0.28
H 0.54233 -3.76138 -1.31569 0.25
H -1.09682 -4.45659 -1.12930 0.27
H -3.38612 0.81389 4.43483 0.28
H -4.34002 0.93083 2.89332 0.27
H -2.75073 1.73026 2.99515 0.24
H -3.68723 -1.79975 4.55684 0.28
H -3.51196 -2.91873 3.17297 0.26
H -4.73642 -1.64807 3.10576 0.27
H -1.56452 -0.61822 5.02211 0.29
H -0.37517 -0.18244 3.74051 0.24
H -0.78793 -1.89579 3.99291 0.25
H 0.15206 0.96937 -4.10657 0.29
H -0.22097 1.74383 -2.55381 0.26
H -1.53400 1.00600 -3.54015 0.27
H 0.01709 -1.83893 -4.57920 0.29
H -1.70582 -1.69429 -4.04711 0.27
H -0.59774 -2.93739 -3.28187 0.25
H 2.10080 -0.94589 -3.03567 0.30
H 1.67089 -2.01798 -1.69152 0.25
H 1.89717 -0.28840 -1.38952 0.23
C 3.34017 3.63559 -2.11400 -0.22
C 4.73917 3.55309 -1.96595 -0.21
C 5.45913 4.72435 -1.69492 -0.19
C 4.81498 5.96641 -1.65785 -0.17
C 3.45555 6.04937 -1.98932 -0.19
C 2.72460 4.89530 -2.27292 -0.21
S 2.36552 2.20155 -2.36160 -0.03
H 2.72693 1.34024 -1.29187 0.10
H 5.22341 2.59021 -2.11532 0.23
H 6.53323 4.67983 -1.53057 0.24
H 5.35705 6.87582 -1.39828 0.24
H 2.94177 7.00914 -2.04728 0.24
H 1.70016 4.92371 -2.64471 0.22
O -4.29111 -2.23071 0.37560 -0.33
C -3.30038 -1.60868 0.42158 0.35
```

Its frontier orbital gap is 0.11655 Eh. The value obtained for the lowest unoccupied orbital energy is -11.82 eV. The net charge is +3. As for the energy: -61030.860 eV.

***

ORCA calculation (ωB97M-V with the def2-TZVPD basis set) on a molecular structure, C18H37OP3ScSe in a non-equilibrium geometry.

XYZ file:
```
61
Properties=species:S:1:pos:R:3:nbo_charge:R:1
Sc -0.05094 0.35059 0.91621 1.17
P -2.12797 -1.69250 1.40317 1.37
P 1.58400 -0.05000 2.96503 0.74
P 1.43468 -1.31261 -0.54927 0.67
H -2.85712 4.23830 -4.98248 0.20
C -2.94985 3.27748 -5.51277 -0.39
C -3.65892 2.24691 -5.00519 -0.44
H -4.35437 2.38018 -4.14517 0.21
C -3.46115 -1.35806 2.55472 -0.97
C -0.72624 -2.38026 2.31090 -1.00
C -2.66589 -2.95721 0.26403 -0.97
C 2.87518 1.24203 3.00690 -0.91
C 1.02457 0.03456 4.70935 -0.92
C 2.62572 -1.55993 3.11492 -0.92
C 0.80711 -1.31900 -2.26548 -0.92
C 1.72689 -3.11412 -0.24766 -0.92
C 3.15862 -0.71629 -0.76679 -0.90
H -2.51850 3.27785 -6.52888 0.22
H -3.64327 1.25867 -5.48951 0.21
H -4.07661 -0.54092 2.15014 0.31
H -3.07214 -1.05729 3.54153 0.30
H -4.09743 -2.25558 2.66988 0.33
H -0.44856 -1.76254 3.18468 0.28
H 0.15082 -2.51474 1.64878 0.29
H -0.99505 -3.38323 2.68681 0.34
H -3.44272 -2.54316 -0.38814 0.31
H -3.07277 -3.82342 0.80795 0.32
H -1.82943 -3.28400 -0.36496 0.28
H 3.51970 1.08068 3.88374 0.27
H 2.40277 2.23091 3.06139 0.27
H 3.47183 1.19563 2.08688 0.26
H 1.89076 -0.06946 5.38010 0.29
H 0.31471 -0.77325 4.92272 0.23
H 0.52114 0.98649 4.91078 0.26
H 3.31482 -1.43251 3.96096 0.29
H 3.21055 -1.73284 2.20445 0.25
H 2.00224 -2.44347 3.29726 0.24
H 1.51583 -1.80467 -2.95591 0.28
H 0.63312 -0.28358 -2.60257 0.27
H -0.14997 -1.86286 -2.30279 0.24
H 2.31619 -3.55303 -1.06760 0.29
H 0.76914 -3.65132 -0.19407 0.23
H 2.27557 -3.27629 0.69166 0.26
H 3.66996 -1.30521 -1.54216 0.28
H 3.71735 -0.80134 0.17700 0.25
H 3.13702 0.33925 -1.07243 0.27
C 0.31341 2.65905 -1.30834 -0.24
C -0.92439 2.19288 -1.80549 -0.30
C -1.18880 2.34798 -3.16291 -0.13
C -0.27558 2.93976 -4.02934 -0.18
C 0.98508 3.33520 -3.55742 -0.15
C 1.28780 3.16125 -2.20808 -0.23
Se 0.65449 2.82293 0.56156 0.03
H -1.79879 -0.44507 0.57315 -0.09
H -1.71026 1.78725 -1.15369 0.19
H -2.15769 2.03259 -3.53979 0.25
H -0.56950 3.11369 -5.05971 0.26
H 1.68995 3.78130 -4.25869 0.26
H 2.25194 3.44385 -1.77990 0.24
O -1.44752 1.93911 3.54946 -0.32
C -0.98151 1.36339 2.65106 0.40
```

Its frontier orbital gap is 0.16424 Eh. The value obtained for the lowest unoccupied orbital energy is -11.28 eV. The net charge is +3. As for the energy: -135198.727 eV.

***

Number 1: HOMO energy -0.55083 hartree. Number 2: HOMO energy -0.57888 hartree.